74
Properties=species:S:1:pos:R:3:forces:R:3:lowdin_charge:R:1 method="wB97M-V/def2-TZVPD" smiles="CCOC(=O)C(F)(F)F.CCOC(=O)C(F)(F)F.COCCOCCOC.COCCOCCOC" total_charge=0 e_lumo_ev=0.698 energy_ha=-2136.23812
C -2.011328 5.836416 4.009084 -2.4 0.1 0.7 -0.054
C -2.027845 4.313171 3.807671 1.2 1.3 2.0 -0.236
O -2.982125 4.009305 2.845584 -1.3 -1.1 -1.7 0.016
C -3.578695 2.795366 2.830621 2.3 -1.0 1.0 -0.321
O -3.211105 1.819501 3.474226 -1.1 2.0 -1.3 0.141
C -4.691828 2.782466 1.755100 0.7 -0.5 0.0 -0.557
F -4.118999 2.477093 0.550116 -0.7 0.4 1.1 0.140
F -5.629187 1.904523 2.056906 0.1 -0.9 -0.1 0.186
F -5.301350 3.936514 1.695551 -0.1 1.3 -0.5 0.198
H -1.704213 6.124498 5.014464 1.0 -0.1 -0.3 0.080
H -3.066626 6.079454 4.133077 -0.5 0.0 -0.1 0.071
H -1.759239 6.538693 3.214505 0.9 -0.6 0.0 0.083
H -2.360851 3.832334 4.727452 0.2 0.1 0.2 0.127
H -0.985938 4.020542 3.677723 -0.2 -0.8 -1.0 0.120
C -0.348029 -0.570414 2.378659 -0.6 0.2 -1.6 -0.024
C -0.159137 -0.416613 0.815375 0.8 -1.5 1.8 -0.189
O -1.347337 -0.237509 0.066904 -1.5 0.5 -0.3 0.015
C -2.238332 -1.237796 -0.094051 0.7 -0.9 0.7 -0.320
O -2.095116 -2.411885 0.210788 -0.2 2.3 -0.5 0.138
C -3.583307 -0.740534 -0.807845 1.9 0.1 1.9 -0.541
F -4.611460 -0.975788 0.020717 0.1 0.1 -0.4 0.163
F -3.564402 0.571869 -1.101603 -0.1 -1.0 -0.3 0.149
F -3.672234 -1.501377 -1.872152 -0.7 0.1 -1.0 0.192
H -0.885798 -1.498726 2.571393 0.5 -0.2 0.2 0.072
H -0.979113 0.188688 2.840826 0.2 0.4 -0.3 0.059
H 0.657924 -0.500276 2.792459 -0.2 -0.4 0.3 0.079
H 0.303192 -1.327099 0.434109 0.1 -0.1 0.2 0.092
H 0.588519 0.358595 0.647527 -0.8 0.3 -0.5 0.094
C -2.051682 -7.401685 1.329671 0.4 -1.0 -0.3 -0.067
O -0.692760 -7.957074 1.163132 -1.8 1.0 0.3 -0.167
C -0.529960 -8.708398 -0.018886 0.7 -0.3 0.4 -0.224
C 0.836903 -8.509209 -0.654099 -0.1 1.4 -1.3 -0.172
O 1.018722 -7.145512 -1.056849 0.5 0.3 1.3 -0.165
C 2.228829 -6.786488 -1.730173 -1.3 0.7 -0.5 -0.177
C 1.800056 -5.553735 -2.555129 -0.4 -0.3 -0.7 -0.189
O 1.643256 -4.236770 -2.054308 1.1 0.4 1.3 -0.182
C 0.995671 -3.948223 -0.828288 -1.1 0.5 -0.6 -0.100
H -2.453723 -6.941595 0.427022 0.6 0.4 -0.2 0.080
H -2.139526 -6.710386 2.167817 0.8 0.0 -0.2 0.082
H -2.792155 -8.174664 1.535349 0.2 -0.6 0.2 0.075
H -1.353638 -8.580235 -0.721195 0.1 0.5 -0.2 0.123
H -0.517015 -9.779302 0.183783 -0.3 -0.4 0.4 0.118
H 0.770693 -9.047203 -1.599765 0.3 -0.7 -0.1 0.121
H 1.712463 -8.844619 -0.098228 -0.3 -0.2 0.5 0.130
H 2.514384 -7.655621 -2.322761 -0.1 0.2 -0.9 0.116
H 3.174252 -6.514696 -1.260702 -0.3 -0.1 1.6 0.121
H 0.805901 -5.786728 -2.936525 0.1 -0.5 -0.6 0.123
H 2.553359 -5.374277 -3.322215 -0.2 -0.4 -0.4 0.123
H 0.819134 -2.873413 -0.786847 0.9 0.3 -0.2 0.056
H 1.498085 -4.248853 0.091123 0.0 -0.4 -0.2 0.096
H -0.064347 -4.199136 -0.867016 -0.1 -1.2 0.3 0.083
C 3.661303 5.782375 -4.281396 -0.8 -0.8 0.3 -0.086
O 3.029835 6.094411 -3.015727 0.8 0.1 -1.4 -0.188
C 4.025688 6.240559 -2.049193 1.1 -0.4 0.7 -0.239
C 3.776743 5.560322 -0.689091 -2.0 0.2 -0.3 -0.154
O 3.445207 4.146663 -0.596645 0.0 0.5 -0.8 -0.138
C 2.328232 3.714598 -1.444407 1.2 -0.9 0.6 -0.164
C 0.926711 4.341348 -1.276481 1.3 0.5 1.4 -0.146
O 0.399925 4.307679 0.094707 0.8 -0.1 -0.9 -0.182
C -0.057951 3.026505 0.499622 0.1 0.1 -1.2 -0.098
H 4.001466 4.750383 -4.195551 -0.2 -0.4 -0.4 0.082
H 4.574265 6.298922 -4.577669 -0.1 0.9 0.5 0.084
H 2.921165 5.910707 -5.071221 0.0 -0.2 0.1 0.090
H 4.223071 7.307272 -1.943066 -0.3 0.3 0.8 0.127
H 5.010137 5.907755 -2.378143 0.0 -0.6 -0.5 0.113
H 2.890895 6.016928 -0.247627 0.1 0.6 0.3 0.113
H 4.652533 5.820260 -0.094522 -0.1 -0.6 0.2 0.124
H 2.249934 2.637081 -1.299696 0.0 -0.1 0.9 0.109
H 2.758027 3.669355 -2.445066 -0.8 0.9 -0.5 0.109
H 0.288956 3.820404 -1.990605 -0.4 0.1 0.0 0.126
H 1.031985 5.405686 -1.486726 -0.5 -0.1 -0.2 0.111
H -0.372674 3.019279 1.543167 0.0 0.3 -0.1 0.082
H 0.697083 2.256737 0.339973 0.3 0.1 0.2 0.057
H -0.875481 2.771583 -0.174732 -0.5 -0.3 0.3 0.091